1.
ORCA calculation (the ωB97M-V functional and the def2-TZVPD basis) on C21H19F5N2SSe2V as an isolated structure.

The total energy comes out at -205870.6359 eV. As for the spin multiplicity: 4. The gap between HOMO and LUMO (alpha / beta) comes out at 7.259 / 8.068 eV. The calculation puts the energy relative to the best compared isomer or geometry (same formula, charge and spin) at 0.0 kcal per mole.

XYZ file:
```
51
C21H19F5N2SSe2V (the ωB97M-V functional and the def2-TZVPD basis)
V -0.506 -0.014 0.250
C 0.480 -3.399 0.398
Se -1.067 -2.448 1.082
C -2.370 -3.065 -0.243
C -2.291 -2.335 -1.569
Se -2.679 -0.436 -1.321
C -2.231 0.162 -3.111
H 0.379 -4.461 0.610
H 1.341 -2.986 0.918
H 0.588 -3.216 -0.668
H -3.348 -2.936 0.222
H -2.210 -4.134 -0.381
H -3.019 -2.741 -2.272
H -1.294 -2.391 -2.007
H -1.220 -0.164 -3.345
H -2.277 1.249 -3.103
H -2.956 -0.231 -3.819
F 3.415 0.756 -3.393
C 2.371 1.471 -3.834
F 2.875 2.450 -4.614
F 1.649 0.674 -4.642
C 1.543 2.039 -2.714
C 1.398 3.406 -2.593
C 0.627 3.940 -1.567
C 0.016 3.059 -0.700
N 0.145 1.738 -0.812
C 0.907 1.190 -1.786
S 0.991 -0.536 -1.735
H 1.891 4.058 -3.301
H 0.506 5.006 -1.446
H -0.600 3.405 0.122
F 4.478 -0.647 2.581
C 3.198 -0.238 2.708
C 2.339 -0.347 1.635
C 1.011 0.073 1.744
C 0.584 0.613 2.981
C 1.498 0.695 4.033
F 1.141 1.200 5.242
C 2.806 0.277 3.929
C -0.817 1.078 3.063
C -1.412 1.663 4.188
C -2.727 2.079 4.141
C -3.456 1.913 2.973
C -2.817 1.326 1.902
N -1.545 0.917 1.932
H 2.722 -0.744 0.702
H 3.487 0.356 4.763
H -0.840 1.792 5.089
H -3.179 2.531 5.014
H -4.487 2.225 2.889
H -3.341 1.168 0.968
```

---

2.
ORCA calculation (the ωB97M-V functional and the def2-TZVPD basis) on C42H35BF4N5O2STeTi as an isolated structure.

The total energy comes out at -108469.7166 eV. As for the spin multiplicity: 3. Its net charge is -1. The gap between HOMO and LUMO (alpha / beta) comes out at 5.208 / 7.198 eV. The calculation puts the energy relative to the best compared isomer or geometry (same formula, charge and spin) at 3.6 kcal per mole.

XYZ file:
```
92
C42H35BF4N5O2STeTi (the ωB97M-V functional and the def2-TZVPD basis)
Ti 0.847 -1.427 0.709
N 2.406 -4.713 3.138
C 2.004 -3.452 2.744
S 2.955 -2.672 1.488
N 0.994 -2.907 3.333
N 0.708 -1.677 2.773
C 0.515 -0.626 3.560
C 0.328 -0.746 5.023
C 1.091 0.006 5.913
C 0.897 -0.110 7.283
C -0.060 -0.983 7.779
C -0.819 -1.743 6.896
C -0.625 -1.629 5.530
C 0.547 0.622 2.885
C 0.174 1.859 3.462
C 0.210 3.002 2.715
C 0.602 2.931 1.360
C 0.932 1.702 0.848
N 0.941 0.570 1.567
H 2.812 -5.232 2.375
H 1.663 -5.222 3.596
H 1.849 0.675 5.525
H 1.502 0.476 7.964
H -0.211 -1.076 8.847
H -1.565 -2.430 7.277
H -1.203 -2.225 4.837
H -0.165 1.879 4.488
H -0.097 3.945 3.149
H 0.613 3.807 0.726
H 1.201 1.590 -0.197
C -4.131 1.394 -3.644
C -3.255 0.830 -2.552
C -3.544 1.038 -1.207
C -2.792 0.451 -0.210
C -3.161 0.665 1.225
O -3.357 -0.248 1.992
C -3.289 2.087 1.712
C -3.884 2.306 2.952
C -3.983 3.586 3.470
C -3.480 4.665 2.752
C -2.880 4.455 1.520
C -2.786 3.171 1.000
C -1.669 -0.365 -0.519
O -1.036 -0.945 0.439
C -1.287 -0.471 -1.883
C -2.130 0.088 -2.855
C -0.021 -1.069 -2.323
N 1.022 -1.244 -1.581
C 2.219 -1.719 -2.316
C 3.536 -1.685 -1.566
Te 3.998 0.157 -0.580
C 3.591 1.372 -2.271
C 3.020 2.629 -2.084
C 2.721 3.438 -3.172
C 2.976 2.997 -4.463
C 3.553 1.749 -4.657
C 3.869 0.948 -3.568
C 0.035 -1.456 -3.774
C 0.439 -0.556 -4.756
C 0.499 -0.955 -6.082
C 0.154 -2.255 -6.434
C -0.247 -3.152 -5.453
C -0.306 -2.757 -4.123
H -4.713 2.242 -3.280
H -4.837 0.645 -4.013
H -3.537 1.732 -4.494
H -4.388 1.663 -0.929
H -4.248 1.446 3.501
H -4.447 3.746 4.435
H -3.552 5.667 3.158
H -2.473 5.291 0.964
H -2.297 3.005 0.049
H -1.883 -0.043 -3.901
H 2.058 -2.754 -2.621
H 2.329 -1.124 -3.220
H 4.334 -1.887 -2.280
H 3.591 -2.453 -0.798
H 2.798 2.976 -1.081
H 2.274 4.412 -3.008
H 2.730 3.623 -5.312
H 3.763 1.395 -5.659
H 4.335 -0.015 -3.734
H 0.717 0.455 -4.475
H 0.816 -0.252 -6.842
H 0.200 -2.566 -7.470
H -0.510 -4.167 -5.720
H -0.599 -3.460 -3.349
F -0.651 -4.883 -1.355
B 0.428 -4.627 -0.518
F 0.114 -3.376 0.198
F 0.613 -5.617 0.433
F 1.590 -4.414 -1.263
```

---

3.
ORCA calculation (the ωB97M-V functional and the def2-TZVPD basis) on a 10-piece molecular cluster, C48H122N6O16 overall.

The total energy comes out at -93444.1085 eV. As for the spin multiplicity: 1. The gap between HOMO and LUMO comes out at 9.096 eV. The calculation puts the energy relative to the best compared isomer or geometry (same formula, charge and spin) at 56.5 kcal per mole.

XYZ file:
```
192
C48H122N6O16 (the ωB97M-V functional and the def2-TZVPD basis)
C 0.152 5.736 -2.834
O -0.049 4.294 -3.069
C -1.091 4.009 -3.961
C -1.088 2.487 -4.245
N 0.155 1.981 -4.878
C -0.043 0.754 -5.612
C 1.350 0.083 -5.773
O 1.882 -0.254 -4.480
C 3.204 -0.794 -4.514
H 0.654 6.270 -3.640
H 0.790 5.857 -1.959
H -0.707 6.326 -2.514
H -0.940 4.531 -4.906
H -2.069 4.304 -3.583
H -1.899 2.302 -4.949
H -1.475 1.951 -3.378
H 0.826 1.960 -4.124
H -0.429 0.861 -6.626
H -0.731 0.053 -5.139
H 1.960 0.747 -6.386
H 1.196 -0.867 -6.284
H 3.883 -0.112 -5.026
H 3.113 -1.726 -5.071
H 3.566 -1.086 -3.529
C 3.381 -4.589 2.421
O 3.214 -5.232 1.174
C 1.836 -5.603 1.120
C 1.592 -6.404 -0.171
N 1.847 -5.541 -1.303
C 1.992 -6.189 -2.636
C 3.442 -6.734 -2.817
O 4.360 -5.781 -2.244
C 4.714 -4.714 -3.173
H 4.393 -4.189 2.488
H 3.317 -5.327 3.221
H 2.650 -3.818 2.662
H 1.134 -4.770 1.120
H 1.488 -6.279 1.901
H 0.562 -6.759 -0.154
H 2.200 -7.309 -0.146
H 2.740 -5.100 -1.139
H 1.857 -5.462 -3.437
H 1.188 -6.923 -2.688
H 3.734 -6.858 -3.861
H 3.628 -7.666 -2.282
H 5.295 -5.016 -4.044
H 5.284 -3.934 -2.668
H 3.843 -4.256 -3.643
C 1.686 -2.247 -0.257
O 1.563 -0.825 0.091
C 1.364 0.025 -1.087
C 0.988 1.399 -0.570
N -0.155 1.448 0.355
C -1.454 1.086 -0.199
C -2.564 1.191 0.824
O -3.697 0.779 0.116
C -4.711 0.268 0.961
H 1.789 -2.689 0.734
H 2.420 -2.561 -0.999
H 0.760 -2.669 -0.648
H 0.482 -0.221 -1.678
H 2.234 -0.068 -1.737
H 0.778 2.060 -1.411
H 1.895 1.721 -0.058
H 0.013 0.771 1.085
H -1.540 0.078 -0.606
H -1.749 1.784 -0.982
H -2.773 2.198 1.184
H -2.188 0.474 1.554
H -5.566 -0.130 0.416
H -5.002 1.112 1.586
H -4.320 -0.601 1.491
C -3.608 -4.102 1.250
O -4.192 -3.459 2.369
C -5.580 -3.286 2.131
C -6.338 -2.778 3.358
N -5.935 -1.408 3.557
C -6.643 -0.817 4.703
C -6.293 0.659 4.913
O -4.914 0.678 5.227
C -4.440 1.989 5.458
H -4.092 -3.900 0.295
H -3.638 -5.157 1.525
H -2.561 -3.817 1.145
H -6.012 -4.257 1.891
H -5.747 -2.646 1.265
H -6.140 -3.282 4.304
H -7.421 -2.708 3.256
H -4.936 -1.329 3.679
H -6.481 -1.184 5.716
H -7.724 -0.856 4.571
H -6.923 1.110 5.680
H -6.433 1.116 3.934
H -3.362 1.890 5.589
H -4.844 2.284 6.426
H -4.796 2.708 4.720
C -0.792 -2.128 2.706
O -0.223 -0.787 2.859
C 0.981 -0.762 3.521
C 1.423 0.694 3.673
N 2.495 0.731 4.610
C 3.099 2.101 4.683
C 4.500 2.252 5.304
O 5.380 1.486 4.470
C 6.716 1.533 4.903
H -0.202 -2.850 2.142
H -1.697 -1.972 2.119
H -1.047 -2.515 3.693
H 1.758 -1.370 3.058
H 0.830 -1.200 4.507
H 0.580 1.346 3.900
H 1.746 0.972 2.670
H 3.273 0.102 4.474
H 2.537 2.796 5.307
H 3.129 2.490 3.666
H 4.430 1.995 6.361
H 4.660 3.330 5.290
H 7.167 2.509 5.084
H 7.372 0.951 4.256
H 6.830 1.141 5.914
C 5.867 -2.072 -0.764
O 6.034 -0.939 0.140
C 4.771 -0.240 0.315
C 4.864 0.994 1.242
N 5.630 2.096 0.666
C 5.992 3.058 1.722
C 7.150 3.955 1.327
O 8.294 3.249 0.780
C 9.010 2.461 1.718
H 5.219 -1.701 -1.558
H 5.226 -2.775 -0.231
H 6.763 -2.575 -1.126
H 4.044 -0.949 0.712
H 4.462 0.102 -0.672
H 5.285 0.717 2.209
H 3.875 1.358 1.520
H 6.499 1.635 0.437
H 6.256 2.657 2.701
H 5.181 3.740 1.978
H 7.525 4.479 2.206
H 6.869 4.715 0.599
H 9.374 3.131 2.496
H 9.918 2.100 1.236
H 8.432 1.604 2.062
C -3.985 4.523 -0.696
C -5.505 4.741 -1.068
C -6.376 3.609 -0.726
O -6.051 5.899 -0.425
H -3.397 5.419 -0.895
H -3.552 3.635 -1.158
H -3.882 4.307 0.367
H -5.626 4.885 -2.141
H -6.042 2.767 -1.332
H -7.449 3.712 -0.890
H -6.185 3.279 0.295
H -5.925 5.798 0.521
C -3.581 -1.740 -2.527
C -2.551 -1.410 -3.653
C -1.519 -2.525 -3.810
O -3.174 -1.208 -4.885
H -3.016 -1.830 -1.599
H -4.076 -2.677 -2.781
H -4.309 -0.959 -2.308
H -1.969 -0.522 -3.409
H -1.942 -3.516 -3.650
H -0.843 -2.568 -2.956
H -0.954 -2.391 -4.733
H -3.767 -0.464 -4.761
C -8.325 0.491 1.273
C -9.206 0.798 0.116
C -8.680 0.206 -1.202
O -10.503 0.161 0.170
H -8.796 0.846 2.190
H -7.331 0.931 1.200
H -8.250 -0.572 1.500
H -9.420 1.854 -0.047
H -9.405 0.368 -2.000
H -8.508 -0.866 -1.111
H -7.745 0.690 -1.485
H -11.026 0.630 -0.483
C 3.260 3.310 -3.380
C 4.172 2.758 -2.294
C 5.424 1.966 -2.827
O 4.694 3.766 -1.532
H 3.020 2.485 -4.051
H 3.668 4.116 -3.990
H 2.364 3.704 -2.901
H 3.456 2.173 -1.716
H 5.203 1.135 -3.497
H 5.894 1.606 -1.912
H 6.151 2.591 -3.344
H 4.984 3.399 -0.693
```

---

4.
ORCA calculation (the ωB97M-V functional and the def2-TZVPD basis) on a 4-piece molecular cluster, C3H11NO2 overall.

The total energy comes out at -8872.6539 eV. As for the spin multiplicity: 1. The gap between HOMO and LUMO comes out at 10.149 eV. The calculation puts the energy relative to the best compared isomer or geometry (same formula, charge and spin) at 42.3 kcal per mole.

XYZ file:
```
17
C3H11NO2 (the ωB97M-V functional and the def2-TZVPD basis)
C -1.569 -0.059 -1.074
N -2.103 -0.096 -2.320
O -1.108 0.991 -0.596
H 0.411 0.988 -0.237
H -1.735 0.556 -2.994
H -2.529 -0.939 -2.668
H -1.999 -0.838 -0.417
H 0.308 -1.050 -1.375
C 1.707 0.520 1.257
C 0.650 -0.296 1.995
O 1.405 0.709 -0.117
H 0.903 -0.516 -1.013
H 1.818 1.502 1.733
H 2.678 0.018 1.304
H -0.313 0.210 1.944
H 0.543 -1.280 1.539
H 0.932 -0.422 3.039
```

---

5.
ORCA calculation (the ωB97M-V functional and the def2-TZVPD basis) on an isolated ion of composition C6H16N4 and charge +2.

The total energy comes out at -12420.3520 eV. As for the spin multiplicity: 1. Its net charge is +2. The gap between HOMO and LUMO comes out at 9.708 eV. The calculation puts the energy relative to the best compared isomer or geometry (same formula, charge and spin) at 130.7 kcal per mole.

XYZ file:
```
26
C6H16N4 (the ωB97M-V functional and the def2-TZVPD basis)
C 0.887 -1.304 -1.323
C -0.636 -0.956 -1.688
C 1.634 0.083 -1.005
C -1.575 -1.200 0.702
C -1.287 -0.274 -0.545
C -0.633 0.980 0.159
N -1.090 1.060 1.455
N 1.317 0.523 0.312
N -1.673 -0.223 1.917
N 2.292 1.540 0.710
H 1.043 -2.135 -0.594
H 1.265 -1.550 -2.271
H -0.649 -0.414 -2.596
H -1.161 -1.892 -1.906
H 2.727 0.173 -1.071
H 1.308 0.865 -1.650
H -2.492 -1.862 0.523
H -0.791 -1.926 1.022
H -2.105 0.296 -1.014
H -0.460 1.945 -0.381
H -1.611 1.857 1.955
H -2.651 -0.202 2.096
H -1.195 -0.733 2.619
H 2.444 1.358 1.813
H 1.879 2.595 0.575
H 3.213 1.395 0.187
```

---

6.
ORCA calculation (the ωB97M-V functional and the def2-TZVPD basis) on a 2-piece molecular cluster, C9H8ClNO overall.

The total energy comes out at -25516.8405 eV. As for the spin multiplicity: 1. The gap between HOMO and LUMO (alpha / beta) comes out at 7.853 / 8.233 eV. The calculation puts the energy relative to the best compared isomer or geometry (same formula, charge and spin) at 119.2 kcal per mole.

XYZ file:
```
20
C9H8ClNO (the ωB97M-V functional and the def2-TZVPD basis)
C -0.527 1.287 -2.514
C -1.112 -2.875 0.519
C -1.073 -1.731 1.345
C -0.750 -2.722 -0.812
C -0.680 -0.448 0.777
C -0.522 -1.402 -1.387
C -0.430 -0.359 -0.536
C 1.560 2.816 -0.080
C -0.221 2.247 -1.516
N -0.607 0.480 -3.321
O 1.069 2.490 -1.381
Cl -1.472 3.067 -0.624
H -1.496 -3.786 1.007
H -1.500 -1.761 2.362
H -0.614 -3.494 -1.582
H -0.304 0.416 1.318
H -0.226 -1.240 -2.400
H 2.664 3.110 -0.227
H 1.373 2.015 0.694
H 1.068 3.635 0.389
```

---

7.
ORCA calculation (the ωB97M-V functional and the def2-TZVPD basis) on a 2-piece molecular cluster, C4H11NO2 overall.

The total energy comes out at -9911.5368 eV. As for the spin multiplicity: 1. The gap between HOMO and LUMO comes out at 10.383 eV. The calculation puts the energy relative to the best compared isomer or geometry (same formula, charge and spin) at 16.3 kcal per mole.

XYZ file:
```
18
C4H11NO2 (the ωB97M-V functional and the def2-TZVPD basis)
C 1.481 0.415 -0.413
C 0.976 -0.882 0.230
C -0.364 -1.288 -0.349
O -1.364 -1.389 0.332
N -0.376 -1.602 -1.681
C -1.585 -1.720 -2.490
H 2.322 0.831 0.147
H 0.783 1.250 -0.481
H 1.814 0.220 -1.431
H 1.686 -1.667 -0.033
H 0.686 -0.667 1.253
H 0.492 -1.823 -2.141
H -1.409 -2.508 -3.216
H -2.407 -1.990 -1.826
H -1.842 -0.760 -2.940
O -0.151 4.282 4.732
H -0.535 4.053 5.589
H -0.208 5.245 4.718
```

---

8.
ORCA calculation (the ωB97M-V functional and the def2-TZVPD basis) on a 2-piece molecular cluster, C4H4O2 overall.

The total energy comes out at -8300.9047 eV. As for the spin multiplicity: 1. The gap between HOMO and LUMO comes out at 8.923 eV. The calculation puts the energy relative to the best compared isomer or geometry (same formula, charge and spin) at 142.3 kcal per mole.

XYZ file:
```
10
C4H4O2 (the ωB97M-V functional and the def2-TZVPD basis)
C 2.558 0.390 -0.228
C 2.128 -0.713 0.774
C 1.431 -0.389 -0.671
C -0.652 0.289 -0.447
O 3.270 1.254 -0.483
O 1.695 -1.651 -0.174
H 1.614 -0.628 1.731
H -0.410 1.054 0.324
H -1.104 -0.586 -0.166
H -0.998 0.538 -1.509
```

---

9.
ORCA calculation (the ωB97M-V functional and the def2-TZVPD basis) on a 2-piece molecular cluster, C20H33F13NO6S overall.

The total energy comes out at -81199.6141 eV. As for the spin multiplicity: 1. Its net charge is -1. The gap between HOMO and LUMO comes out at 4.222 eV.

XYZ file:
```
74
C20H33F13NO6S (the ωB97M-V functional and the def2-TZVPD basis)
C 0.572 5.983 2.315
C 1.341 5.198 1.099
C 0.432 4.883 -0.224
N -0.729 3.968 -0.051
C -1.955 4.566 0.556
C -3.309 4.088 -0.302
C -4.665 4.892 0.095
F -4.331 6.342 0.361
F -5.546 4.939 -1.132
C -5.535 4.368 1.341
F -5.161 5.211 2.539
F -6.976 4.647 1.092
C -5.414 2.799 1.786
F -4.065 2.604 2.356
F -6.352 2.701 2.975
C -5.944 1.698 0.724
F -7.453 1.714 0.826
F -5.684 2.033 -0.726
S -5.420 -0.066 0.947
F -7.100 -0.517 1.135
F -5.677 -0.298 -0.767
F -3.757 0.229 0.688
F -5.324 -0.006 2.644
F -5.043 -1.740 1.047
C -0.422 2.564 0.341
C 0.848 1.870 -0.499
C 0.746 0.236 -0.593
C 2.144 -0.428 0.002
O 1.836 -1.699 0.686
C -0.164 2.270 1.927
O 1.091 1.893 2.303
O -1.163 2.302 3.011
H 1.235 6.751 2.902
H 0.123 5.155 3.044
H -0.347 6.574 1.889
H 2.210 5.932 0.735
H 1.895 4.220 1.451
H 1.197 4.570 -1.086
H 0.004 5.937 -0.590
H -2.182 4.287 1.669
H -1.849 5.755 0.538
H -3.041 4.284 -1.448
H -3.347 2.921 -0.181
H -1.364 1.899 0.031
H 0.713 2.273 -1.614
H 1.897 2.279 -0.149
H 0.735 -0.057 -1.751
H -0.230 -0.211 -0.119
H 2.866 -0.649 -0.921
H 2.706 0.271 0.755
H 1.887 -1.489 1.666
C 1.981 -4.194 -2.228
O 3.308 -4.536 -1.855
C 3.528 -4.509 -0.447
C 4.307 -5.748 0.019
O 3.582 -6.983 -0.046
C 3.260 -7.481 -1.352
C 4.465 -7.903 -2.202
O 5.205 -6.762 -2.636
C 6.610 -6.938 -2.567
H 1.867 -3.107 -2.233
H 1.806 -4.571 -3.237
H 1.241 -4.649 -1.563
H 2.584 -4.455 0.106
H 4.107 -3.613 -0.221
H 4.546 -5.605 1.077
H 5.265 -5.835 -0.492
H 2.620 -6.776 -1.884
H 2.648 -8.371 -1.181
H 4.109 -8.420 -3.099
H 5.091 -8.596 -1.624
H 6.910 -7.455 -1.652
H 7.073 -5.950 -2.562
H 6.958 -7.488 -3.445
```